No. 1
ORCA calculation (the ωB97M-V functional and the def2-TZVPD basis) on a gas-phase ion, C6H15INO2 (charge +1) at a distorted geometry.

Structure (XYZ):
```
25
Properties=species:S:1:pos:R:3:forces:R:3:mulliken_charge:R:1
I -1.766670 0.216791 -2.557369 0.3 0.0 0.3 0.062
O 0.375340 0.801715 -0.518300 0.4 -0.4 0.0 -0.135
O -1.814866 0.455058 0.526857 2.5 -2.0 -2.1 -0.520
N -1.556418 -2.265456 -0.567655 -0.4 0.3 -0.3 -0.067
C -0.350675 -1.439682 -0.282349 0.6 0.4 0.4 -0.275
C 0.199006 2.232885 -0.486846 0.0 0.6 0.0 -0.146
C -0.679846 0.023566 -0.570455 -3.2 1.8 1.9 0.054
C 1.542533 2.900900 -0.689235 -0.2 -0.3 0.0 -1.319
C 0.081351 -1.678019 1.172765 0.1 0.1 -0.1 -0.555
C 1.437395 -1.071033 1.509838 -0.1 0.0 0.0 -1.155
H -2.274041 -2.043310 0.138830 0.1 -0.1 -0.2 0.419
H -2.039259 1.376822 0.382117 -0.1 0.2 -0.3 0.348
H 2.203429 -1.418724 0.821774 0.1 0.0 -0.1 0.330
H 1.954807 2.648896 -1.661503 0.1 0.0 -0.1 0.327
H -0.219341 2.514091 0.485822 0.0 -0.2 -0.1 0.289
H 2.241162 2.591142 0.082345 0.1 0.0 0.1 0.337
H 0.135678 -2.757845 1.327216 -0.1 -0.1 0.0 0.400
H 1.722360 -1.363619 2.515549 0.0 -0.1 0.1 0.379
H 1.402664 0.011225 1.468610 0.1 0.1 0.0 0.262
H -1.932084 -1.972354 -1.504924 0.1 -0.3 0.5 0.199
H 0.458014 -1.725864 -0.964940 -0.3 0.0 0.0 0.252
H -0.678520 -1.265747 1.837186 -0.1 -0.1 0.0 0.333
H -1.352727 -3.268751 -0.551549 0.0 0.2 0.0 0.388
H 1.411440 3.978033 -0.629610 0.0 0.1 0.0 0.404
H -0.500731 2.519279 -1.284174 0.1 -0.1 0.1 0.386
```
Forces are in eV/Å.

Calculated values
molar mass	260.1	g mol⁻¹
structure (SMILES)	CCO[C@@](O)(I)[C@H]([NH3+])CC
orbital gap	10.00	eV
energy above the lowest of the compared OMol25 structures with the same formula, charge and spin	0.0000	eV
total charge	+1

=====

No. 2
ORCA calculation (the ωB97M-V functional and the def2-TZVPD basis) on a molecular structure, C6H15MnNO6 at a distorted geometry.

Structure (XYZ):
```
29
Properties=species:S:1:pos:R:3:forces:R:3:mulliken_charge:R:1
Mn -18.134856 -20.324550 -19.817341 -2.0 -0.4 -1.0 0.877
O -16.330256 -19.119502 -19.328209 0.6 -0.2 0.0 -0.643
O -18.308779 -19.969873 -21.889096 0.6 0.0 0.3 -0.678
O -14.555417 -19.879330 -18.331315 0.5 0.1 0.0 -0.717
O -19.267213 -22.076953 -19.785017 0.5 0.2 0.3 -0.505
O -16.204548 -21.199983 -18.805337 0.1 0.1 -0.1 -0.713
O -19.655472 -19.070055 -19.178919 0.2 0.0 0.4 -0.641
N -15.657102 -20.067665 -18.823787 -0.6 0.1 0.2 1.367
C -18.834327 -24.384066 -20.346790 -0.2 -0.2 0.3 -0.992
C -18.590833 -17.487229 -17.673841 0.1 -0.1 0.5 -0.970
C -19.779195 -23.317570 -19.764687 -0.4 0.3 -0.3 -0.570
C -16.991148 -18.843966 -23.535849 0.0 0.3 -0.1 -1.152
C -19.684714 -17.806659 -18.689731 -0.1 0.4 -0.3 -0.261
C -17.274676 -20.126593 -22.760674 0.0 -0.8 -0.1 -0.073
H -20.139288 -23.636961 -18.750296 0.3 -0.1 -0.1 0.257
H -16.201700 -18.948311 -24.295950 0.0 -0.1 0.1 0.362
H -17.597358 -17.546149 -18.121719 -0.1 0.1 0.0 0.176
H -16.319937 -20.489136 -22.292958 -0.1 0.3 0.0 0.132
H -20.716178 -23.382528 -20.397621 0.2 0.0 0.2 0.237
H -17.915260 -18.535219 -24.034880 0.0 0.0 0.0 0.265
H -20.651315 -17.533463 -18.173000 0.1 -0.3 -0.2 0.216
H -18.546840 -24.055127 -21.345640 0.1 -0.1 0.0 0.188
H -19.341224 -25.363191 -20.406339 0.1 0.1 -0.1 0.387
H -16.718037 -18.048034 -22.835675 0.0 0.0 0.0 0.245
H -18.755665 -16.498080 -17.220940 0.1 0.1 -0.1 0.407
H -19.596030 -17.026940 -19.497244 0.0 -0.2 0.1 0.193
H -18.626864 -18.218373 -16.854171 0.0 0.0 -0.1 0.178
H -17.931751 -24.506027 -19.739096 0.0 0.1 0.0 0.206
H -17.465488 -20.943898 -23.522994 -0.1 0.3 0.1 0.223
```
Forces are in eV/Å.

Calculated values
molar mass	252.1	g mol⁻¹
orbital gap (alpha / beta)	6.64 / 6.95	eV
energy above the lowest of the compared OMol25 structures with the same formula, charge and spin	0.0000	eV
total charge	-2
multiplicity	6
<S²>	8.754

=====

No. 3
ORCA calculation (the ωB97M-V functional and the def2-TZVPD basis) on a molecular structure, C6H15N at a distorted geometry.

Structure (XYZ):
```
22
Properties=species:S:1:pos:R:3:forces:R:3:mulliken_charge:R:1
N -0.399211 0.736500 0.343197 1.4 -1.1 0.3 -0.402
C -1.360677 -0.325423 0.254514 -1.4 -0.1 -0.6 0.849
C -2.555982 0.211192 -0.524079 0.1 0.0 -0.6 -1.485
C 1.922751 0.121104 0.587877 0.4 -1.9 0.7 0.001
C 2.286027 -0.085723 -0.845541 0.1 0.2 -0.3 -1.026
C -0.861243 -1.586649 -0.477350 0.9 0.0 0.8 -1.522
C 0.688985 0.588132 1.053902 -3.3 3.3 -0.5 -0.507
H 1.923885 0.720886 -1.491320 -0.2 -0.2 0.2 0.298
H 1.925129 -1.048453 -1.194261 0.0 0.1 -0.3 0.261
H -0.329512 -1.287644 -1.366803 0.0 0.0 -0.5 0.256
H 1.160661 -0.736586 0.869475 1.2 -1.0 0.1 -0.014
H 0.630380 0.974383 2.082692 0.5 -0.8 0.6 0.369
H -3.429120 -0.443137 -0.504066 0.0 0.0 0.2 0.390
H 2.078678 2.976282 0.281906 0.0 0.1 -0.1 0.178
H 2.665105 -0.006396 1.375668 0.3 0.5 -0.3 0.439
H -1.725056 -0.717146 1.218438 0.1 0.4 0.4 0.190
H -0.138077 -2.134960 0.148909 0.0 0.1 -0.1 0.396
H 1.589721 2.615331 -0.144909 0.0 0.2 0.0 -0.175
H -2.251444 0.289134 -1.572017 0.0 0.1 0.0 0.308
H -2.819381 1.218051 -0.216740 -0.1 0.0 0.3 0.376
H 3.359463 -0.095235 -0.921603 0.5 -0.1 -0.1 0.383
H -1.630084 -2.318475 -0.700428 -0.4 0.1 -0.1 0.435
```
Forces are in eV/Å.

Calculated values
molar mass	101.2	g mol⁻¹
orbital gap	8.25	eV
energy above the lowest of the compared OMol25 structures with the same formula, charge and spin	4.9854	eV

=====

No. 4
ORCA calculation (the ωB97M-V functional and the def2-TZVPD basis) on a single C6H15N molecule at a distorted geometry.

Structure (XYZ):
```
22
Properties=species:S:1:pos:R:3:forces:R:3:mulliken_charge:R:1
N 1.467426 -0.521167 0.602066 0.2 0.2 -1.0 -0.076
C -0.604551 0.241102 -0.597616 -0.9 -1.4 1.5 -0.414
C 2.144533 -0.543818 1.853604 -0.2 -0.7 1.6 -1.019
C 0.221916 0.242622 0.696463 1.1 0.9 -0.4 -0.856
C -2.072614 -0.142829 -0.327123 -0.5 0.5 0.2 -0.449
C 2.303611 -0.176132 -0.564351 -1.1 -0.1 0.3 -0.924
C -2.986818 0.422716 -1.414045 -0.9 -0.1 0.8 -1.318
H -2.647641 0.036073 -2.368515 0.0 0.5 -0.4 0.317
H 0.512952 1.289541 0.872684 -0.2 0.2 0.5 0.292
H 3.193942 -0.314901 1.862889 0.6 0.3 -0.6 0.384
H -0.162400 -0.579114 -1.115706 0.2 -0.2 -1.3 0.284
H -2.328082 0.254729 0.661071 -0.3 0.1 -0.1 0.303
H -2.262369 -1.216644 -0.264818 0.5 -0.1 0.0 0.325
H 1.964212 0.773694 -0.987643 0.1 0.1 -0.2 0.263
H 3.354341 -0.070412 -0.320591 0.1 -0.2 0.1 0.376
H -4.044580 0.148063 -1.316028 0.2 -0.6 0.2 0.391
H -3.087354 1.506101 -1.316801 0.7 0.1 -0.6 0.342
H 1.696451 0.137284 2.585111 0.0 0.1 0.0 0.345
H -0.263595 -0.155854 1.585047 -0.6 0.1 -0.2 0.543
H -0.624925 1.181755 -1.134517 0.5 0.1 -0.1 0.354
H 2.083433 -1.542962 2.302467 0.0 0.0 0.1 0.276
H 2.142111 -0.969848 -1.293646 0.4 0.2 -0.3 0.262
```
Forces are in eV/Å.

Calculated values
molar mass	101.2	g mol⁻¹
structure (SMILES)	CCCCN(C)C
orbital gap	9.21	eV
energy above the lowest of the compared OMol25 structures with the same formula, charge and spin	1.5700	eV

=====

No. 5
ORCA calculation (the ωB97M-V functional and the def2-TZVPD basis) on a single C6H15N molecule at a distorted geometry.

Structure (XYZ):
```
22
Properties=species:S:1:pos:R:3:forces:R:3:mulliken_charge:R:1
N -1.487212 -1.228808 1.218277 0.1 -1.0 -3.5 -0.390
C -0.574227 0.913626 0.323871 -1.1 -0.5 1.0 -0.427
C -1.347900 -0.341205 -0.061969 0.0 -0.7 2.0 -1.011
C -2.502054 -2.256190 0.906706 0.1 0.7 -3.0 -0.915
C 0.894486 0.629155 0.230753 0.4 -1.4 -2.3 -1.087
C 1.573002 1.126024 -1.129529 1.2 -0.7 1.2 -0.243
C 3.154470 1.072802 -1.008646 -0.9 -1.0 3.0 -1.153
H 1.491328 2.231207 -1.294681 -1.3 -1.1 -0.3 0.332
H 3.718148 1.523485 -1.847658 -0.3 -0.7 0.5 0.321
H 3.401015 0.044848 -0.615802 0.4 0.5 -1.5 0.323
H 1.030799 -0.505684 0.354625 0.2 1.7 -0.1 0.339
H -0.849908 -0.888207 -0.883315 0.0 -0.1 0.6 0.371
H 3.417445 1.566765 -0.001919 -0.3 0.2 -1.7 0.271
H -0.807161 1.731702 -0.339283 -0.4 0.4 -0.1 0.393
H -0.904590 1.189987 1.399797 0.6 -0.2 -1.7 0.261
H 1.325360 1.123756 1.015869 1.7 1.0 2.1 0.545
H -3.337066 -1.842340 0.295740 -0.2 0.5 0.8 0.308
H 1.197093 0.359253 -1.869167 0.4 1.6 0.0 0.239
H -1.955002 -0.711548 1.900397 -0.4 1.7 1.3 0.239
H -2.331759 -0.127616 -0.424919 -0.9 0.3 -0.2 0.631
H -2.177180 -2.910156 0.061434 0.5 -0.4 1.4 0.299
H -2.929089 -2.700856 1.769426 0.0 -0.9 0.7 0.353
```
Forces are in eV/Å.

Calculated values
molar mass	101.2	g mol⁻¹
structure (SMILES)	CCCCCNC
orbital gap	10.28	eV
energy above the lowest of the compared OMol25 structures with the same formula, charge and spin	2.2284	eV